{
  "formula": "C25H34N2O9",
  "method": "ωB97M-V/def2-TZVPD",
  "species": ["C", "O", "C", "C", "C", "C", "C", "C", "O", "O", "C", "C", "C", "C", "C", "C", "C", "C", "C", "O", "O", "C", "C", "O", "C", "N", "C", "C", "N", "C", "H", "H", "H", "H", "H", "H", "H", "H", "H", "H", "H", "H", "H", "H", "H", "H", "H", "H", "H", "H", "H", "H", "H", "H", "H", "H", "H", "H", "C", "O", "C", "O", "O", "C", "H", "H", "H", "H", "H", "H"],
  "coordinates": [[5.86197, 0.22863, 1.22943], [5.85750, 1.64022, 1.00037], [4.53650, 2.16693, 0.90531], [3.71570, 1.68280, -0.33508], [2.27434, 1.44265, -0.14986], [1.58919, 1.71003, 1.22595], [1.64274, 3.26701, 1.62775], [0.43804, 3.63677, 2.58250], [-0.59020, 4.04744, 2.09763], [0.48372, 3.49591, 3.95821], [1.37638, 0.95441, -1.28229], [-0.15527, 0.75105, -1.08155], [-0.55724, -0.45182, -0.12864], [-1.80572, 0.05133, 0.74108], [-3.07367, 0.36816, -0.16008], [-2.24958, -0.98854, 1.85521], [2.02287, 0.72844, -2.56643], [1.14005, 0.21787, -3.77832], [1.06522, -1.34429, -3.66759], [1.83032, -1.98038, -4.34323], [0.18213, -2.05554, -2.81304], [0.88647, -2.73476, -1.80494], [0.07456, -3.80193, -0.98425], [2.04356, -2.53538, -1.54598], [3.49662, 0.95790, -2.81767], [3.95170, 0.67594, -4.09964], [5.28392, 0.92536, -4.17369], [6.13712, 1.46204, -3.08306], [5.67569, 1.73759, -1.83715], [4.32090, 1.45369, -1.70479], [6.91883, -0.11891, 1.02077], [5.19948, -0.36109, 0.54221], [5.68164, 0.00904, 2.32144], [4.03167, 2.00063, 1.89489], [4.65657, 3.28955, 0.80090], [0.53079, 1.36200, 1.30216], [2.17948, 1.18161, 2.03516], [2.57268, 3.40887, 2.25639], [1.64805, 3.92986, 0.72823], [1.36832, 3.22757, 4.26660], [-0.74563, 0.64943, -2.02477], [-0.53707, 1.69351, -0.57874], [-0.93684, -1.35935, -0.67272], [0.27555, -0.68514, 0.58473], [-1.49116, 1.01682, 1.23945], [-3.36355, -0.59292, -0.67561], [-2.85136, 1.11147, -0.98060], [-3.92467, 0.81291, 0.42922], [-1.36218, -1.66207, 2.05451], [-2.55963, -0.41576, 2.77155], [-3.11905, -1.56911, 1.43194], [0.14138, 0.73120, -3.82351], [1.63216, 0.43114, -4.76898], [0.36688, -3.73026, 0.09608], [-1.01931, -3.52447, -1.03052], [0.20152, -4.84125, -1.39028], [5.77996, 0.72809, -5.16350], [7.22432, 1.65176, -3.27911], [-6.61648, -4.35759, 1.40804], [-7.61204, -3.33965, 1.49827], [-7.16297, -2.17371, 1.97894], [-6.03294, -1.93839, 2.32268], [-8.18905, -1.31547, 2.01060], [-7.85308, -0.01974, 2.50590], [-7.09390, -5.25075, 1.00816], [-5.81831, -4.05648, 0.72807], [-6.21392, -4.59114, 2.39459], [-7.10411, 0.45359, 1.86955], [-7.49966, -0.08087, 3.53599], [-8.75788, 0.58555, 2.48527]],
  "mulliken_charge": [-0.617, -0.377, -0.744, 0.743, 0.961, -0.550, -0.453, 0.263, -0.540, -0.491, 0.417, -1.102, -0.522, 1.086, -1.386, -1.223, 0.109, -1.417, 0.591, -0.514, -0.317, 0.686, -0.963, -0.505, 0.475, -0.497, -0.256, -0.431, -0.482, 0.074, 0.240, 0.225, 0.274, 0.278, 0.232, -0.836, 0.561, 0.302, 0.391, 0.350, 0.305, 0.682, 0.125, 0.451, 0.014, 0.323, 0.277, 0.330, 0.327, 0.307, 0.199, 0.527, 0.427, 0.267, 0.275, 0.347, 0.381, 0.400, -0.608, -0.321, 0.831, -0.537, -0.324, -0.564, 0.219, 0.275, 0.285, 0.234, 0.286, 0.224],
  "lumo_ev": -0.55,
  "total_charge": 0,
  "e_tot_ha": -1759.610083,
  "smiles": "COCc1c(CCC(=O)O)c(CCC(C)C)c(CC(=O)OC(C)=O)c2nccnc12.COC(=O)OC",
  "e_homo_ev": -8.6,
  "multiplicity": 1
}

---

{
  "formula": "C25H34N4O4",
  "method": "ωB97M-V/def2-TZVPD",
  "species": ["O", "C", "N", "C", "C", "C", "C", "C", "C", "N", "C", "C", "N", "C", "C", "C", "C", "C", "C", "C", "C", "C", "C", "C", "C", "C", "N", "C", "O", "O", "C", "C", "O", "H", "H", "H", "H", "H", "H", "H", "H", "H", "H", "H", "H", "H", "H", "H", "H", "H", "H", "H", "H", "H", "H", "H", "H", "H", "H", "H", "H", "H", "H", "H", "H", "H", "H"],
  "coordinates": [[2.75569, 3.06486, -1.25579], [1.77791, 2.39121, -1.52191], [1.68979, 1.59567, -2.61874], [2.86272, 1.40781, -3.45161], [3.79673, 0.32713, -2.89048], [3.18143, -1.06408, -3.00434], [2.83923, -1.37131, -4.45863], [1.85048, -0.33707, -4.98650], [2.43870, 1.06846, -4.88182], [0.64305, 2.40547, -0.71469], [0.73016, 3.15689, 0.51909], [0.59064, 2.32288, 1.80170], [1.78069, 1.53482, 2.06886], [1.84658, 0.29091, 1.32094], [1.08079, -0.77285, 2.14450], [1.05599, -0.19637, 3.56780], [1.89511, 1.09323, 3.44686], [-0.68132, 2.13684, -1.23712], [-1.31210, 0.90425, -0.63587], [-2.22373, 0.97543, 0.36323], [-2.76238, -0.18735, 0.98802], [-3.65691, -0.13485, 2.06044], [-4.12876, -1.29036, 2.64619], [-3.72886, -2.54502, 2.14096], [-2.82610, -2.61207, 1.09471], [-2.33420, -1.44542, 0.51878], [-1.44273, -1.48323, -0.51861], [-0.89292, -0.39299, -1.14669], [-0.12274, -0.56889, -2.08275], [-4.20818, -3.71437, 2.65074], [-5.33395, -3.55595, 3.48989], [-5.11849, -2.38403, 4.44390], [-4.97886, -1.18421, 3.71460], [1.05527, 0.80526, -2.58509], [3.39392, 2.36661, -3.43965], [4.01583, 0.56560, -1.84805], [4.73575, 0.35624, -3.44787], [2.27079, -1.11855, -2.40556], [3.88257, -1.80733, -2.61717], [2.40735, -2.37136, -4.53783], [3.75090, -1.34952, -5.06166], [0.92890, -0.40116, -4.40677], [1.60505, -0.55044, -6.02975], [1.71005, 1.80564, -5.22509], [3.31792, 1.13857, -5.52610], [1.71622, 3.62766, 0.52416], [-0.04012, 3.93929, 0.52664], [0.47835, 3.03480, 2.62415], [-0.31994, 1.70710, 1.75894], [1.44932, 0.41701, 0.31779], [2.90068, 0.01159, 1.24109], [1.58558, -1.73633, 2.10061], [0.06837, -0.90570, 1.76265], [0.03605, 0.04359, 3.87167], [1.47720, -0.88007, 4.30228], [1.58359, 1.87240, 4.14153], [2.94915, 0.86563, 3.63079], [-1.32562, 2.99975, -1.02061], [-0.61611, 2.01795, -2.32145], [-2.55790, 1.93992, 0.72098], [-3.98297, 0.81520, 2.45206], [-2.52164, -3.58203, 0.73530], [-1.14966, -2.38698, -0.87185], [-5.44887, -4.49564, 4.03129], [-6.22779, -3.36903, 2.87973], [-5.97584, -2.24621, 5.10358], [-4.21583, -2.56491, 5.04360]],
  "mulliken_charge": [-0.708, 0.560, 0.259, -0.450, -1.041, -0.046, -0.905, -0.333, -1.074, 0.439, -1.630, -0.120, -0.031, 0.067, 0.074, -0.718, -0.934, -2.281, 1.304, -0.452, 1.386, -1.054, 0.364, 0.323, -0.863, -0.327, 0.252, -0.246, -0.720, -0.474, -0.458, -0.453, -0.477, 0.232, 0.471, 0.387, 0.473, -0.083, 0.376, 0.390, 0.353, 0.122, 0.369, 0.358, 0.467, 0.459, 0.474, 0.577, 0.037, -0.503, 0.405, 0.580, -0.449, 0.268, 0.401, 0.446, 0.372, 0.491, 0.473, 0.372, 0.500, 0.446, 0.239, 0.344, 0.288, 0.343, 0.288],
  "lumo_ev": -0.02,
  "total_charge": 0,
  "e_tot_ha": -1493.085482,
  "smiles": "O=C(NC1CCCCC1)N(CCN1CCCC1)Cc1cc2cc3c(cc2[nH]c1=O)OCCO3",
  "e_homo_ev": -8.1,
  "multiplicity": 1
}

---

{
  "formula": "C25H34N4OS",
  "method": "ωB97M-V/def2-TZVPD",
  "species": ["C", "C", "C", "C", "S", "C", "N", "N", "C", "C", "N", "C", "O", "C", "C", "C", "C", "C", "C", "C", "C", "C", "C", "N", "C", "C", "C", "C", "C", "C", "C", "H", "H", "H", "H", "H", "H", "H", "H", "H", "H", "H", "H", "H", "H", "H", "H", "H", "H", "H", "H", "H", "H", "H", "H", "H", "H", "H", "H", "H", "H", "H", "H", "H", "H"],
  "coordinates": [[0.14311, 1.33157, -7.23371], [0.33976, -0.16354, -7.45418], [0.46802, -0.96952, -6.16118], [-0.80973, -1.06651, -5.34156], [-1.17667, 0.41129, -4.33739], [0.02741, 0.21347, -3.10985], [0.83093, -0.80859, -2.98392], [1.63615, -0.55419, -1.94204], [1.32174, 0.60916, -1.44368], [2.02098, 1.20424, -0.27075], [1.89177, 0.33071, 0.87662], [1.24931, 0.71810, 1.99779], [0.84502, 1.85953, 2.13669], [1.05400, -0.32765, 3.09278], [1.74159, 0.20047, 4.36047], [1.46412, -0.73909, 5.53112], [-0.04154, -0.82274, 5.77620], [-0.72939, -1.35918, 4.52192], [-0.18753, -2.74946, 4.19453], [1.31764, -2.65873, 3.94974], [2.00812, -2.12897, 5.20524], [1.59467, -1.72083, 2.77062], [-0.45833, -0.42053, 3.34945], [0.28596, 1.15822, -2.15392], [-0.45150, 2.38389, -1.94706], [-1.75553, 2.10953, -1.23479], [-1.77214, 1.90043, 0.13856], [-2.96002, 1.59920, 0.78140], [-4.13900, 1.50802, 0.06162], [-4.12846, 1.72782, -1.30504], [-2.94189, 2.02633, -1.95138], [0.17584, 1.85792, -8.18511], [0.93024, 1.72794, -6.59569], [-0.81572, 1.53622, -6.76531], [1.25158, -0.31632, -8.03638], [-0.49433, -0.55658, -8.04104], [0.75743, -1.99157, -6.41859], [1.26302, -0.55860, -5.53672], [-1.68481, -1.19535, -5.97853], [-0.74365, -1.88616, -4.62819], [1.59742, 2.17065, 0.01092], [3.08291, 1.33000, -0.51435], [2.15259, -0.62904, 0.72276], [2.81844, 0.27519, 4.18713], [1.36648, 1.20221, 4.57710], [1.96018, -0.35227, 6.42823], [-0.43297, 0.16725, 6.01950], [-0.24477, -1.48226, 6.62306], [-1.81013, -1.41821, 4.69335], [-0.68672, -3.14460, 3.30659], [-0.38778, -3.43270, 5.02284], [1.70884, -3.65437, 3.71062], [1.82604, -2.80688, 6.04207], [3.08764, -2.07866, 5.04445], [1.10788, -2.12321, 1.87768], [2.67329, -1.67968, 2.59594], [-0.96022, -0.78749, 2.44952], [-0.84154, 0.57849, 3.56530], [-0.64497, 2.82478, -2.93023], [0.17079, 3.06443, -1.36135], [-0.86409, 1.98516, 0.71572], [-2.96096, 1.43858, 1.84909], [-5.06479, 1.27165, 0.56521], [-5.04554, 1.66608, -1.87187], [-2.93619, 2.19493, -3.01803]],
  "mulliken_charge": [-1.045, -0.414, -0.513, -0.842, -0.101, 0.321, -0.304, -0.891, 0.842, -1.124, -0.117, -0.989, -0.718, 3.134, -1.563, 0.424, -1.410, 0.349, -1.477, 0.163, -1.435, -1.977, -1.831, 0.488, -1.888, 0.824, -0.078, -0.766, -0.448, -0.780, -0.403, 0.378, 0.264, 0.230, 0.325, 0.295, 0.296, 0.301, 0.459, 0.407, 0.376, 0.329, 0.343, 0.494, 0.519, 0.266, 0.493, 0.517, 0.229, 0.472, 0.551, 0.258, 0.531, 0.485, 0.665, 0.544, 0.613, 0.536, 0.669, 0.470, 0.586, 0.446, 0.399, 0.383, 0.437],
  "lumo_ev": 0.69,
  "total_charge": 0,
  "e_tot_ha": -1665.551573,
  "smiles": "CCCCSc1nnc(CNC(=O)[C@]23C[C@H]4C[C@H](C[C@H](C4)C2)C3)n1Cc1ccccc1",
  "e_homo_ev": -8.3,
  "multiplicity": 1
}